Entry 1:
DFT (the ωB97M-V functional and the def2-TZVPD basis) results for one molecule with the formula C13H19BrN2O3 in a non-equilibrium geometry.

```
38
Properties=species:S:1:pos:R:3:lowdin_charge:R:1
C 0.83917 0.91100 -5.40595 -0.08
O 0.29609 0.57106 -4.15103 -0.07
C 1.19429 0.37794 -3.13242 -0.33
C 0.79742 -0.38774 -2.11273 0.06
C 1.64170 -0.54346 -0.98681 -0.17
N 1.00299 -1.31067 0.01999 0.16
C 0.94401 -1.01365 1.35843 -0.38
O 1.77723 -0.24139 1.81442 0.08
C -0.30651 -1.41668 2.10125 -0.51
C 0.17929 -2.03035 3.39729 -0.01
O -1.18535 -2.31460 1.50333 -0.02
C -1.30120 -0.24524 2.41846 -0.09
C -1.78854 0.55500 1.15037 -0.39
C -1.09540 1.83427 1.07828 -0.10
C -3.34526 0.76090 1.36806 -0.04
C 2.86930 0.06842 -0.89115 -0.06
C 3.03048 1.00227 -1.85828 -0.77
Br 4.44085 2.19718 -1.66428 0.78
N 2.31156 1.13901 -2.98396 0.11
H 1.37565 1.81885 -5.28757 0.06
H 1.49415 0.13498 -5.78193 0.09
H 0.00997 1.16908 -6.15802 0.12
H -0.00398 -0.96084 -2.16554 0.08
H 0.34605 -1.97118 -0.32872 0.13
H -0.61715 -2.00842 4.17712 0.11
H 1.00700 -1.36451 3.71837 0.10
H 0.62235 -2.95597 3.16277 0.08
H -1.66725 -2.83190 2.20698 0.14
H -2.12927 -0.54041 3.03299 0.10
H -0.77372 0.54413 3.03144 0.14
H -1.53520 -0.03700 0.30136 0.11
H -1.22634 2.32658 0.12360 0.09
H -1.41545 2.46794 1.85252 0.07
H 0.00257 1.77193 1.04158 0.09
H -3.86958 -0.01292 1.88327 0.06
H -3.47229 1.74488 1.77995 0.06
H -3.83128 0.84904 0.37188 0.08
H 3.38165 -0.05754 0.01467 0.10
```

Properties
net charge: 0
Kohn-Sham gap: 0.354 Ha
ΔE to the lowest compared entry with this formula, charge and spin: 0.0 kJ/mol
F_max: 4.47 eV/Å
total energy: -92952.9582 eV
LUMO level: 0.5 eV
structure (SMILES): COc1cc(NC(=O)[C@](C)(O)CC(C)C)cc(Br)n1

---

Entry 2:
DFT (the ωB97M-V functional and the def2-TZVPD basis) results for C13H19CsN4O5 as an isolated structure in a non-equilibrium geometry.

```
42
Properties=species:S:1:pos:R:3:lowdin_charge:R:1
Cs -0.15759 -0.37654 -0.08331 1.05
O -4.75018 -1.43027 -0.42652 -0.06
C -3.62513 -0.91691 -0.36568 -0.67
O -2.51699 -1.53159 -0.24454 -0.35
C -3.51925 0.67501 -0.48006 -0.67
O -4.55947 1.32192 -0.66553 -0.07
O -2.34271 1.16219 -0.38527 -0.34
N 0.07675 1.17109 5.01147 0.12
C 0.13338 0.97284 3.62522 -0.67
N 0.50374 2.06965 2.91164 0.17
O -0.11301 -0.10416 3.12974 -0.01
H -0.12618 2.10292 5.33644 0.07
H -0.47009 0.45180 5.45759 0.09
H 0.66148 2.95859 3.34239 0.09
H 0.52192 2.00426 1.90966 0.08
C -2.00694 1.08989 -5.91095 -0.03
N -0.95796 0.50797 -5.10258 -0.15
C 0.20405 -0.08335 -5.54014 -0.10
C 0.85817 -0.48678 -4.41296 -0.15
N 0.12318 -0.16486 -3.29775 0.02
C -0.95565 0.42733 -3.74972 -0.16
H -1.73631 0.99691 -6.96071 0.08
H -2.13854 2.14492 -5.67140 0.09
H -2.95233 0.57567 -5.74064 0.09
H 0.44650 -0.15356 -6.58703 0.10
H 1.81337 -0.97839 -4.33047 0.09
H -1.76617 0.81147 -3.14124 0.14
C 6.92944 1.23066 -0.23050 -0.09
C 6.32784 -0.10385 0.23850 -0.69
C 6.85607 -1.22440 -0.66965 -0.09
C 6.80034 -0.37500 1.67560 -0.09
C 4.85523 -0.04704 0.18539 -0.35
C 3.62032 0.01381 0.14572 -0.15
H 8.02678 1.20721 -0.19770 0.06
H 6.57502 2.04295 0.40597 0.07
H 6.61157 1.44483 -1.25201 0.07
H 7.95234 -1.27765 -0.63878 0.06
H 6.54083 -1.05147 -1.69983 0.07
H 6.44806 -2.18578 -0.35394 0.07
H 7.89601 -0.41962 1.73348 0.06
H 6.38983 -1.32089 2.03199 0.07
H 6.44396 0.41336 2.34037 0.07
```

Properties
net charge: -2
Kohn-Sham gap: 0.188 Ha
ΔE to the lowest compared entry with this formula, charge and spin: 139.4 kJ/mol
F_max: 1.08 eV/Å
total energy: -30534.9619 eV
LUMO level: 4.1 eV

---

Entry 3:
DFT (the ωB97M-V functional and the def2-TZVPD basis) results for C13H19FGaN2 as an isolated structure.

```
36
Properties=species:S:1:pos:R:3:lowdin_charge:R:1
C 5.91885 -3.90659 0.90702 -0.13
C 4.44304 -3.49795 0.79062 -0.31
C 3.46276 -4.60806 0.46918 -0.49
F 3.53861 -4.80624 -0.95832 -0.18
Ga 1.54291 -4.32753 1.15653 0.23
H 6.60062 -3.13617 0.53959 0.05
H 6.09953 -4.81734 0.32880 0.06
H 6.18327 -4.12451 1.94425 0.06
H 4.11946 -3.00618 1.71354 0.08
H 4.33461 -2.75396 -0.00597 0.09
H 3.85026 -5.55038 0.87971 0.06
H 1.53927 -4.93365 2.66000 -0.15
H 0.53408 -5.14076 0.19950 -0.15
H 1.20439 -2.75266 1.19814 -0.14
N -0.52255 0.57337 1.57426 0.05
C 0.66641 0.16411 1.13889 -0.17
C 1.07188 0.26537 -0.18536 -0.08
C 0.19565 0.80885 -1.10661 -0.09
C -1.05118 1.23374 -0.66927 -0.09
C -1.35564 1.09346 0.67518 -0.17
H 1.32011 -0.28411 1.87632 0.09
H 2.04449 -0.10335 -0.48009 0.10
H 0.47272 0.89212 -2.15022 0.10
H -1.77649 1.65834 -1.35243 0.07
H -2.32260 1.41300 1.05240 0.09
N -4.01430 3.30897 -1.86652 0.06
C -5.33592 3.33974 -1.72259 -0.15
C -6.01292 4.36411 -1.07693 -0.08
C -5.27620 5.41286 -0.55015 -0.09
C -3.89834 5.39162 -0.69105 -0.07
C -3.31912 4.32033 -1.35532 -0.16
H -5.87844 2.49953 -2.14238 0.10
H -7.09031 4.33382 -0.98761 0.10
H -5.76650 6.22896 -0.03496 0.10
H -3.27972 6.18290 -0.29032 0.10
H -2.24269 4.26425 -1.47784 0.10
```

Properties
net charge: -1
Kohn-Sham gap: 0.246 Ha
F_max: 0.26 eV/Å
total energy: -71861.9924 eV
LUMO level: 2.2 eV

---

Entry 4:
DFT (the ωB97M-V functional and the def2-TZVPD basis) results for C13H19IN9O4Ta as an isolated structure in a non-equilibrium geometry.

```
47
Properties=species:S:1:pos:R:3:lowdin_charge:R:1
Ta -0.20709 0.10443 -0.04408 1.97
C -0.28921 0.97756 4.69883 0.05
N 0.97576 0.45664 4.12149 -0.06
C 2.05073 0.15481 5.10417 0.05
C 1.11253 0.20821 2.84954 -0.32
N 0.11837 0.42293 1.93478 -0.04
N 2.30850 -0.30970 2.39451 0.20
C 2.70758 -0.53370 1.10736 -0.39
N 3.97706 -0.79719 0.90921 0.29
N 1.81622 -0.49816 0.09428 -0.04
H -0.04553 1.49622 5.62053 0.12
H -0.96360 0.15070 4.91892 0.13
H -0.75622 1.71183 4.04549 0.10
H 1.79640 0.63821 6.04116 0.12
H 3.00335 0.57901 4.78389 0.12
H 2.11803 -0.92082 5.26975 0.13
H -0.66766 0.87749 2.39131 0.08
H 3.01528 -0.44771 3.10601 0.16
H 4.66524 -0.79933 1.65303 0.17
H 4.34357 -1.00843 -0.00913 0.17
H 2.30678 -0.62602 -0.78675 0.08
C -0.92376 -3.69435 -0.01819 0.05
C -1.96336 -2.64038 -0.03731 -0.26
N -1.77351 -1.30140 -0.06075 -0.02
C -3.06040 -0.71526 -0.09172 -0.11
C -3.99274 -1.69923 -0.08891 0.02
N -3.27210 -2.86686 -0.05410 0.24
C -5.51214 -1.87975 -0.09358 -0.42
O -6.29850 -0.83151 -0.15082 0.23
O -5.87023 -3.01510 -0.03772 0.22
C -3.14927 0.74546 -0.14476 -0.31
O -4.01794 1.52176 -0.15976 0.29
O -1.69887 1.18826 -0.15385 -0.25
H 0.07676 -3.26414 0.00796 0.07
H -1.01231 -4.32670 -0.90443 0.13
H -1.05263 -4.33759 0.85480 0.12
H -3.75341 -3.76942 -0.04745 0.22
H -5.86976 0.03676 -0.18987 0.13
I 1.28243 -0.70881 -6.08805 1.12
C 0.56178 0.00429 -4.29800 -0.72
C -0.27268 1.12811 -4.13039 -0.01
N -0.53987 1.26003 -2.84797 0.05
N 0.09029 0.28821 -2.09056 -0.20
C 0.77541 -0.46566 -3.02757 -0.15
H -0.68074 1.81384 -4.86317 0.17
H -1.08478 2.00262 -2.41694 0.18
H 1.36523 -1.31817 -2.72258 0.12
```

Properties
net charge: +4
Kohn-Sham gap: 0.177 Ha
ΔE to the lowest compared entry with this formula, charge and spin: 0.0 kJ/mol
F_max: 1.47 eV/Å
total energy: -45003.9430 eV
LUMO level: -14.7 eV

---

Entry 5:
DFT (the ωB97M-V functional and the def2-TZVPD basis) results for C13H19MnN5OS2 as an isolated structure.

```
41
Properties=species:S:1:pos:R:3:lowdin_spin:R:1
Mn -1.08231 1.06415 -1.91990 4.64
N 1.14294 4.26618 -3.81077 0.00
C 0.60547 3.07753 -3.41076 0.01
S -1.13983 3.09140 -3.19379 0.06
N 1.44119 2.09619 -3.23507 0.01
N 0.83425 0.94122 -2.79420 0.05
C 1.56119 -0.11049 -2.72062 0.02
C 1.09523 -1.41550 -2.28458 0.01
C 2.07268 -2.41895 -2.18969 0.00
C 1.77349 -3.70735 -1.80905 0.00
C 0.44647 -4.01990 -1.50811 0.00
C -0.53872 -3.06289 -1.59171 0.00
C -0.26087 -1.73563 -1.98403 0.01
O -1.25480 -0.88795 -2.07630 0.09
H 0.51701 4.95976 -4.17719 0.00
H 2.08123 4.23339 -4.17354 0.00
H 2.60931 -0.02588 -3.00993 0.00
H 3.09662 -2.15495 -2.43127 0.00
H 2.54732 -4.46051 -1.75331 0.00
H 0.18316 -5.02792 -1.21035 0.00
H -1.57097 -3.30208 -1.36899 0.00
C -2.30531 0.49300 3.74946 0.00
N -1.92385 0.34284 2.34817 0.01
C -3.06119 0.31170 1.43997 0.00
C -0.72921 0.80899 1.90838 0.02
S -0.56924 1.67113 0.45851 0.05
N 0.34676 0.57364 2.68453 0.01
C 0.44630 -0.61971 3.51667 0.00
C 1.62611 1.20872 2.40217 0.00
H -3.07150 1.26878 3.82736 0.00
H -1.45447 0.79451 4.35119 0.00
H -2.71155 -0.43869 4.14573 0.00
H -3.80212 -0.36990 1.85630 0.00
H -2.75179 -0.05275 0.46437 0.00
H -3.50595 1.30401 1.32501 0.00
H -0.44968 -1.22467 3.42374 0.00
H 0.60424 -0.36330 4.56595 0.00
H 1.29793 -1.20985 3.17216 0.00
H 1.47407 2.22612 2.05739 0.00
H 2.17370 0.65968 1.63205 0.00
H 2.20667 1.21596 3.32404 0.00
```

Properties
spin multiplicity: 6
net charge: 0
Kohn-Sham gap (spin up / spin down): 0.273 / 0.279 Ha
F_max: 0.51 eV/Å
total energy: -76279.3910 eV
LUMO level (spin up / spin down): 0.3 / 0.3 eV

---

Entry 6:
DFT (the ωB97M-V functional and the def2-TZVPD basis) results for a 2-piece molecular cluster, C13H19N overall in a non-equilibrium geometry.

```
33
Properties=species:S:1:pos:R:3:lowdin_charge:R:1
C -1.53690 -3.53806 -0.50460 -0.06
C -1.80418 -2.08424 -0.60847 -0.22
C -2.22104 -1.22163 0.34640 -0.07
N -2.27320 0.09607 -0.10493 0.08
C -1.93985 0.06817 -1.42892 -0.23
C -1.90939 1.07916 -2.42023 -0.03
C -1.46783 0.76715 -3.67968 -0.10
C -1.08015 -0.54821 -3.99372 -0.11
C -1.19445 -1.58312 -3.09582 -0.03
C -1.59335 -1.23635 -1.80346 -0.13
H -1.62539 -4.04168 -1.46769 0.07
H -2.27728 -4.01810 0.14413 0.08
H -0.57444 -3.81673 -0.06665 0.08
H -2.27281 -1.34682 1.41888 0.12
H -2.60761 0.89972 0.40443 0.15
H -2.27054 2.04439 -2.08119 0.10
H -1.43020 1.52355 -4.44625 0.10
H -0.75317 -0.67163 -5.02156 0.10
H -1.09499 -2.60253 -3.44163 0.11
C 3.28690 0.42750 1.91657 -0.09
C 2.06680 1.34363 2.01516 -0.48
C 1.28092 1.09485 3.31702 -0.08
C 2.38252 2.83181 1.79095 -0.10
H 3.57114 0.06258 2.90003 0.07
H 4.20763 0.84663 1.49072 0.07
H 3.12252 -0.35962 1.18159 0.07
H 1.39362 1.17737 1.16285 0.12
H 1.96801 0.97798 4.15423 0.07
H 0.61976 1.94264 3.48088 0.06
H 0.58199 0.26388 3.24931 0.07
H 2.98285 2.99183 0.88945 0.07
H 1.45704 3.39266 1.72391 0.07
H 3.00505 3.23717 2.57830 0.07
```

Properties
net charge: 0
Kohn-Sham gap: 0.318 Ha
ΔE to the lowest compared entry with this formula, charge and spin: 67.1 kJ/mol
F_max: 2.26 eV/Å
total energy: -15279.1164 eV
LUMO level: 0.7 eV
structure (SMILES): Cc1c[nH]c2ccccc12.CC(C)C

---

Entry 7:
DFT (the ωB97M-V functional and the def2-TZVPD basis) results for one molecule with the formula C13H19N in a non-equilibrium geometry.

```
33
Properties=species:S:1:pos:R:3:lowdin_charge:R:1
C 3.16808 1.67548 0.28418 0.06
C 1.86113 1.31768 0.49896 -0.10
C 1.22942 0.37640 -0.46264 -0.27
C 1.27615 0.23234 -1.77036 0.06
C 0.26857 -0.58986 0.35255 -0.32
C 0.43517 -2.07675 0.00932 -0.18
C 1.82998 -2.64404 0.46479 -0.07
C 0.24323 -0.36253 1.83610 -0.07
C -1.04199 -0.10905 1.93589 0.01
C -1.20772 0.01290 0.43115 -0.42
C -1.33731 1.44718 -0.13394 -0.14
C -2.73902 2.04953 0.20739 -0.10
N -2.41069 -0.69261 0.04231 0.05
C -2.62118 -1.35654 -1.02366 -0.01
H 3.66581 2.46264 0.76091 0.03
H 3.62004 1.30326 -0.58678 0.04
H 1.19485 1.62452 1.35402 0.11
H 0.58387 -0.50737 -2.19943 0.08
H 2.10154 0.62085 -2.33362 0.06
H -0.29997 -2.72029 0.62466 0.14
H 0.10106 -2.27417 -0.97929 0.07
H 2.66160 -2.34504 -0.13749 0.05
H 1.74837 -3.70760 0.47522 0.05
H 2.11392 -2.40621 1.56811 0.10
H 0.97184 -0.40981 2.58980 0.10
H -1.53201 0.21824 2.83918 0.11
H -0.69217 2.00655 0.62373 0.12
H -1.06078 1.73403 -1.22172 0.14
H -3.54466 1.90864 -0.51870 0.07
H -2.71027 3.11164 0.34954 0.06
H -3.05310 1.58813 1.06755 0.03
H -3.58515 -1.70310 -1.15208 0.04
H -1.81257 -1.53705 -1.75724 0.08
```

Properties
net charge: 0
Kohn-Sham gap: 0.351 Ha
ΔE to the lowest compared entry with this formula, charge and spin: 566.4 kJ/mol
F_max: 3.71 eV/Å
total energy: -15273.9423 eV
LUMO level: 0.8 eV
structure (SMILES): C=CC(=C)[C@@]1(CC)C=C[C@]1(CC)N=C

---

Entry 8:
DFT (the ωB97M-V functional and the def2-TZVPD basis) results for one molecule with the formula C13H19N3O2.

```
37
Properties=species:S:1:pos:R:3:lowdin_charge:R:1
C -3.86011 -2.33714 1.51900 0.00
C -3.19611 -1.93559 0.22077 -0.53
O -3.39412 -2.48884 -0.84040 0.05
N -2.31567 -0.91515 0.36590 0.11
C -1.68045 -0.28882 -0.76476 -0.25
N -2.28530 1.01567 -1.03718 0.12
C -2.74826 1.88094 -0.10907 -0.54
C -3.29460 3.16216 -0.70692 0.00
O -2.74166 1.66330 1.08732 0.04
C -0.18629 -0.19864 -0.55034 -0.18
C 0.40215 0.85738 0.13148 -0.02
C 1.76471 0.89825 0.34355 -0.02
C 2.60305 -0.12836 -0.11364 -0.24
N 3.96335 -0.08424 0.06511 -0.20
C 4.75093 -1.27669 -0.13800 -0.07
C 4.56845 1.01504 0.77431 -0.07
C 1.99543 -1.19838 -0.78822 -0.02
C 0.63415 -1.22489 -1.00141 -0.03
H -4.55664 -3.14943 1.33359 0.08
H -3.10604 -2.66236 2.23187 0.08
H -4.39309 -1.48754 1.93955 0.08
H -2.29769 -0.37171 1.21941 0.13
H -1.89300 -0.93661 -1.62617 0.15
H -2.31137 1.29423 -2.00441 0.15
H -3.64359 3.80842 0.09324 0.08
H -2.51826 3.67467 -1.27113 0.08
H -4.12405 2.93788 -1.37392 0.08
H -0.20956 1.65957 0.51521 0.11
H 2.16995 1.73643 0.88569 0.09
H 4.80092 -1.53499 -1.19983 0.09
H 5.76526 -1.10640 0.21462 0.08
H 4.33781 -2.13028 0.40955 0.09
H 4.29974 1.02571 1.83805 0.09
H 4.26477 1.96363 0.32773 0.09
H 5.65104 0.94227 0.69374 0.08
H 2.58884 -2.01670 -1.16061 0.09
H 0.19528 -2.06281 -1.52369 0.12
```

Properties
net charge: 0
Kohn-Sham gap: 0.306 Ha
ΔE to the lowest compared entry with this formula, charge and spin: 0.0 kJ/mol
F_max: 0.67 eV/Å
total energy: -22355.6890 eV
LUMO level: 0.7 eV
structure (SMILES): CC(=O)NC(NC(C)=O)c1ccc(N(C)C)cc1

---

Repeat the sixth record exactly.
DFT (the ωB97M-V functional and the def2-TZVPD basis) results for a 2-piece molecular cluster, C13H19N overall in a non-equilibrium geometry.

```
33
Properties=species:S:1:pos:R:3:lowdin_charge:R:1
C -1.53690 -3.53806 -0.50460 -0.06
C -1.80418 -2.08424 -0.60847 -0.22
C -2.22104 -1.22163 0.34640 -0.07
N -2.27320 0.09607 -0.10493 0.08
C -1.93985 0.06817 -1.42892 -0.23
C -1.90939 1.07916 -2.42023 -0.03
C -1.46783 0.76715 -3.67968 -0.10
C -1.08015 -0.54821 -3.99372 -0.11
C -1.19445 -1.58312 -3.09582 -0.03
C -1.59335 -1.23635 -1.80346 -0.13
H -1.62539 -4.04168 -1.46769 0.07
H -2.27728 -4.01810 0.14413 0.08
H -0.57444 -3.81673 -0.06665 0.08
H -2.27281 -1.34682 1.41888 0.12
H -2.60761 0.89972 0.40443 0.15
H -2.27054 2.04439 -2.08119 0.10
H -1.43020 1.52355 -4.44625 0.10
H -0.75317 -0.67163 -5.02156 0.10
H -1.09499 -2.60253 -3.44163 0.11
C 3.28690 0.42750 1.91657 -0.09
C 2.06680 1.34363 2.01516 -0.48
C 1.28092 1.09485 3.31702 -0.08
C 2.38252 2.83181 1.79095 -0.10
H 3.57114 0.06258 2.90003 0.07
H 4.20763 0.84663 1.49072 0.07
H 3.12252 -0.35962 1.18159 0.07
H 1.39362 1.17737 1.16285 0.12
H 1.96801 0.97798 4.15423 0.07
H 0.61976 1.94264 3.48088 0.06
H 0.58199 0.26388 3.24931 0.07
H 2.98285 2.99183 0.88945 0.07
H 1.45704 3.39266 1.72391 0.07
H 3.00505 3.23717 2.57830 0.07
```

Properties
net charge: 0
Kohn-Sham gap: 0.318 Ha
ΔE to the lowest compared entry with this formula, charge and spin: 67.1 kJ/mol
F_max: 2.26 eV/Å
total energy: -15279.1164 eV
LUMO level: 0.7 eV
structure (SMILES): Cc1c[nH]c2ccccc12.CC(C)C